9
Properties=species:S:1:pos:R:3:mulliken_charge:R:1 method="wB97M-V/def2-TZVPD" homo_lumo_gap_ev=8.5 lumo_ev=-0.7 energy_ha=-1695.0601 total_charge=0 largest_force_ev_per_a=3.06
C 1.5046 0.3232 -0.3997 -0.133
C 0.8222 -0.7592 -0.0680 0.274
C -2.2080 0.1743 1.0564 -0.013
F 1.8389 0.4348 -1.6576 -0.224
F 0.5293 -1.6257 -1.0521 -0.201
Cl 0.0356 -0.9781 1.4522 -0.070
Cl -2.6006 -0.3833 -0.5007 -0.037
Cl -1.7752 1.7828 0.9397 -0.019
H 1.8533 1.0313 0.2298 0.425